Record 1
C58H43F5O9S | ωB97M-V/def2-TZVPD

HOMO-LUMO gap in eV: 8.228
E_HOMO in eV: -9.463
E in Ha: -3810.73098
LUMO level in eV: -1.24
Charge: 0

Cartesian coordinates (Å):
C: -8.435 -0.911 -6.424
C: -7.198 -1.811 -6.624
O: -6.143 -0.999 -7.117
C: -4.845 -1.385 -6.714
C: -4.138 -0.293 -5.918
C: -4.963 0.212 -4.714
C: -4.228 -0.064 -3.403
C: -4.998 0.400 -2.173
S: -6.150 -0.881 -1.639
C: -7.838 -0.375 -2.519
O: -8.025 0.820 -2.468
O: -8.425 -1.307 -3.008
C: -6.491 -0.654 0.160
F: -7.804 -0.906 0.321
F: -6.278 0.606 0.560
C: -5.695 -1.649 0.965
C: -6.343 -2.676 1.632
C: -5.613 -3.615 2.356
C: -4.235 -3.535 2.451
C: -3.596 -2.488 1.786
C: -2.100 -2.401 1.923
F: -1.500 -3.556 1.606
F: -1.807 -2.202 3.234
F: -1.554 -1.411 1.226
C: -4.311 -1.560 1.060
H: -9.337 -1.355 -6.838
H: -8.593 -0.761 -5.357
H: -8.256 0.062 -6.872
H: -7.472 -2.585 -7.345
H: -6.960 -2.255 -5.656
H: -4.824 -2.339 -6.180
H: -4.263 -1.551 -7.627
H: -3.873 0.515 -6.598
H: -3.197 -0.726 -5.564
H: -5.949 -0.253 -4.760
H: -5.110 1.281 -4.862
H: -3.276 0.464 -3.449
H: -3.996 -1.131 -3.379
H: -5.572 1.292 -2.420
H: -4.331 0.635 -1.345
H: -7.416 -2.784 1.622
H: -6.125 -4.407 2.884
H: -3.651 -4.234 3.029
H: -3.783 -0.753 0.564
C: 5.043 -7.948 -0.622
C: 6.022 -7.088 -1.109
C: 5.951 -5.732 -0.841
C: 4.895 -5.227 -0.093
C: 3.900 -6.087 0.377
C: 3.984 -7.449 0.119
C: 2.733 -5.561 1.141
O: 1.871 -6.308 1.553
C: 2.651 -4.093 1.378
C: 1.547 -3.573 2.040
C: 1.465 -2.211 2.283
C: 2.490 -1.365 1.872
C: 3.589 -1.878 1.206
C: 3.671 -3.240 0.947
C: 4.843 -3.769 0.201
O: 5.737 -3.030 -0.166
H: 5.104 -9.008 -0.826
H: 6.841 -7.479 -1.697
H: 6.713 -5.062 -1.214
H: 3.219 -8.114 0.494
H: 0.754 -4.230 2.364
H: 0.605 -1.806 2.795
H: 2.427 -0.303 2.071
H: 4.384 -1.221 0.885
C: -5.958 4.049 2.815
C: -5.737 4.590 4.078
C: -4.444 4.744 4.553
C: -3.366 4.349 3.771
C: -3.590 3.787 2.513
C: -4.886 3.650 2.035
C: -2.456 3.310 1.675
O: -2.652 2.821 0.579
C: -1.075 3.436 2.218
C: -0.005 2.948 1.477
C: 1.285 3.071 1.963
C: 1.515 3.689 3.188
C: 0.452 4.172 3.933
C: -0.846 4.040 3.456
C: -1.981 4.536 4.287
O: -1.782 5.072 5.356
H: -6.967 3.936 2.442
H: -6.575 4.891 4.691
H: -4.270 5.169 5.532
H: -5.054 3.226 1.055
H: -0.186 2.472 0.524
H: 2.117 2.687 1.387
H: 2.525 3.790 3.562
H: 0.626 4.649 4.887
C: 9.877 6.310 1.658
C: 10.891 5.445 2.058
C: 10.763 4.082 1.849
C: 9.617 3.577 1.250
C: 8.590 4.443 0.869
C: 8.730 5.811 1.066
C: 7.332 3.918 0.267
O: 6.442 4.673 -0.067
C: 7.194 2.447 0.095
C: 6.008 1.931 -0.413
C: 5.868 0.565 -0.590
C: 6.912 -0.299 -0.269
C: 8.095 0.213 0.241
C: 8.237 1.582 0.434
C: 9.503 2.109 1.017
O: 10.418 1.363 1.300
H: 9.983 7.376 1.815
H: 11.782 5.836 2.531
H: 11.551 3.408 2.154
H: 7.939 6.481 0.759
H: 5.198 2.601 -0.667
H: 4.941 0.167 -0.984
H: 6.792 -1.369 -0.416
H: 8.909 -0.451 0.497

=====

Record 2
C58H46As2F12NO3RbS | ωB97M-V/def2-TZVPD

HOMO-LUMO gap in eV: 4.067
E_HOMO in eV: -0.610
E in Ha: -8610.57678
LUMO level in eV: 3.46
Charge: -2

Cartesian coordinates (Å):
Rb: -0.714 0.831 -0.029
C: 5.756 -0.140 3.619
C: 4.321 0.236 3.365
C: 3.288 -0.169 4.206
C: 1.988 0.134 3.903
C: 1.577 0.896 2.764
N: 0.237 1.017 2.548
C: -0.576 1.268 3.604
C: -0.144 2.209 4.588
C: -0.909 2.622 5.647
C: -2.193 2.118 5.834
C: -3.077 2.577 6.962
C: -2.629 1.178 4.913
C: -1.893 0.730 3.817
C: -2.493 -0.429 2.968
O: -2.103 -0.535 1.703
C: -4.069 -0.351 2.918
F: -4.482 0.885 2.567
F: -4.566 -1.183 1.979
F: -4.767 -0.673 4.048
C: -2.122 -1.764 3.699
F: -2.488 -1.847 5.002
F: -2.679 -2.848 3.095
F: -0.795 -1.962 3.667
C: 2.655 1.380 1.942
C: 3.960 1.006 2.270
C: 2.463 2.443 0.812
O: 1.303 2.464 0.183
C: 3.582 2.288 -0.303
F: 3.254 2.979 -1.422
F: 4.848 2.714 -0.019
F: 3.703 1.004 -0.704
C: 2.701 3.835 1.496
F: 1.710 4.130 2.342
F: 3.852 3.960 2.209
F: 2.745 4.848 0.586
H: 5.887 -0.500 4.642
H: 6.426 0.713 3.479
H: 6.099 -0.935 2.947
H: 3.506 -0.763 5.091
H: 1.194 -0.233 4.541
H: 0.842 2.633 4.451
H: -0.506 3.359 6.338
H: -2.483 3.008 7.772
H: -3.655 1.749 7.378
H: -3.793 3.343 6.643
H: -3.607 0.754 5.087
H: 4.775 1.369 1.659
C: -0.838 -3.639 0.170
C: -1.982 -2.809 -0.395
As: -1.450 -1.874 -2.039
C: -3.084 -0.839 -2.316
C: -3.746 -0.307 -1.207
C: -4.821 0.553 -1.386
C: -5.250 0.887 -2.662
C: -4.601 0.354 -3.765
C: -3.523 -0.501 -3.591
C: -1.676 -3.336 -3.310
C: -0.519 -3.858 -3.883
C: -0.587 -4.946 -4.744
C: -1.815 -5.512 -5.048
C: -2.975 -4.994 -4.486
C: -2.904 -3.916 -3.617
As: 0.721 -2.467 0.576
C: 1.657 -3.662 1.822
C: 2.731 -3.118 2.514
C: 3.470 -3.890 3.399
C: 3.141 -5.220 3.604
C: 2.071 -5.775 2.917
C: 1.334 -5.002 2.031
C: 1.822 -2.947 -0.989
C: 2.296 -1.899 -1.771
C: 3.045 -2.150 -2.913
C: 3.329 -3.457 -3.285
C: 2.871 -4.510 -2.503
C: 2.124 -4.252 -1.362
H: -0.544 -4.463 -0.488
H: -1.152 -4.054 1.130
H: -2.238 -2.051 0.354
H: -2.873 -3.409 -0.606
H: -3.435 -0.537 -0.191
H: -5.314 0.962 -0.512
H: -6.087 1.562 -2.796
H: -4.931 0.609 -4.766
H: -3.012 -0.903 -4.461
H: 0.442 -3.413 -3.646
H: 0.322 -5.348 -5.175
H: -1.872 -6.360 -5.721
H: -3.936 -5.436 -4.721
H: -3.809 -3.514 -3.175
H: 2.983 -2.072 2.379
H: 4.294 -3.437 3.937
H: 3.709 -5.822 4.303
H: 1.806 -6.814 3.076
H: 0.504 -5.452 1.505
H: 2.080 -0.876 -1.483
H: 3.408 -1.321 -3.508
H: 3.912 -3.655 -4.176
H: 3.097 -5.533 -2.782
H: 1.778 -5.082 -0.754
O: -1.351 2.048 -2.434
S: -0.024 2.706 -2.609
C: 0.035 3.127 -4.366
C: 1.185 3.676 -4.914
C: 1.215 3.967 -6.267
C: 0.106 3.695 -7.063
C: -1.029 3.127 -6.506
C: -1.069 2.834 -5.149
C: -0.250 4.402 -2.031
C: -1.548 4.874 -1.918
C: -1.754 6.161 -1.448
C: -0.672 6.953 -1.090
C: 0.619 6.456 -1.189
C: 0.838 5.167 -1.654
H: 2.046 3.874 -4.286
H: 2.105 4.400 -6.706
H: 0.136 3.919 -8.122
H: -1.886 2.903 -7.128
H: -1.929 2.371 -4.678
H: -2.370 4.214 -2.171
H: -2.762 6.541 -1.337
H: -0.838 7.950 -0.703
H: 1.460 7.052 -0.859
H: 1.832 4.743 -1.661